C33H40IN4OPTi | the ωB97M-V functional and the def2-TZVPD basis

```
81
Properties=species:S:1:pos:R:3:forces:R:3
Ti -0.002841 -0.221895 0.361047 -1.5 -0.2 -0.1
C -2.161097 2.209075 0.539130 0.1 0.3 -0.1
C -1.661743 2.027324 -0.877621 -0.2 -0.1 0.1
N -0.234920 1.640974 -0.870757 0.2 0.0 -0.2
C 0.723096 2.692667 -0.509383 0.1 0.0 0.2
C 0.988741 2.705827 1.003963 -0.2 0.1 -0.3
N 0.869739 1.351912 1.600943 0.7 0.0 0.1
C 0.223827 1.356076 2.925172 -0.3 0.0 0.1
C -1.307431 1.492034 2.759057 0.1 0.0 0.0
N -1.711229 1.092788 1.405129 0.2 -0.3 -0.1
H -3.251184 2.274075 0.503803 0.0 -0.1 0.0
H -1.790995 3.155149 0.941892 0.1 -0.1 0.1
H -1.839996 2.942752 -1.447404 0.1 0.0 -0.1
H -2.228148 1.223925 -1.350611 0.0 0.1 -0.1
H 0.008681 1.279408 -1.788605 0.0 0.2 -0.1
H 0.374012 3.681649 -0.818654 -0.1 0.0 0.0
H 1.654372 2.490080 -1.030065 0.0 0.0 -0.1
H 0.271627 3.356537 1.500678 0.0 -0.1 0.1
H 1.981023 3.120391 1.190260 0.0 0.0 0.1
H 1.796563 0.942697 1.696461 0.0 0.2 0.1
H 0.619469 2.155201 3.556959 0.0 0.0 0.0
H 0.433031 0.406561 3.405905 0.1 0.0 0.0
H -1.622530 2.515184 2.968296 -0.1 0.0 0.0
H -1.789470 0.850347 3.497418 0.0 0.0 0.0
H -2.467331 0.397184 1.446877 0.0 0.1 0.0
C 3.344504 -5.636781 -3.670923 0.0 0.0 -0.1
C 3.364360 -5.278102 -2.330330 0.1 0.0 0.0
C 2.377842 -4.448662 -1.819795 0.0 0.0 0.0
C 1.361474 -3.952547 -2.638100 0.1 0.1 0.1
C 1.341534 -4.334197 -3.977892 0.0 0.0 0.0
C 2.326106 -5.170055 -4.489806 0.0 0.0 0.0
P 0.228660 -2.716976 -1.841864 0.4 -0.7 -0.7
C -0.995079 -2.528744 -3.184962 0.0 0.2 0.1
C -1.813989 -3.623795 -3.461510 0.0 0.0 0.0
C -2.826356 -3.525758 -4.400900 0.0 0.0 0.0
C -3.038697 -2.327017 -5.072522 0.0 0.0 0.0
C -2.237429 -1.231120 -4.796747 0.0 0.0 0.0
C -1.219288 -1.332605 -3.856778 0.0 -0.1 0.0
C 1.389510 -1.271961 -2.042041 -0.3 -0.2 0.2
C 2.167516 -1.153783 -3.194735 0.1 0.2 0.1
C 3.251449 -0.292690 -3.220058 0.0 0.0 0.0
C 3.593318 0.408913 -2.069829 0.0 0.0 0.0
C 2.783895 0.332933 -0.947947 0.0 -0.1 0.1
C 1.629839 -0.465170 -0.907945 0.4 0.1 -0.7
H 4.119592 -6.271730 -4.080558 0.0 0.0 0.0
H 4.155208 -5.642680 -1.686640 0.0 0.0 0.0
H 2.399493 -4.166916 -0.771654 0.0 0.0 0.0
H 0.558834 -3.973052 -4.633179 0.0 0.0 0.0
H 2.302779 -5.444380 -5.537185 0.0 0.0 0.0
H -1.650894 -4.556446 -2.932412 -0.1 0.0 0.0
H -3.456506 -4.381242 -4.607624 0.0 0.0 0.0
H -3.836435 -2.244579 -5.798763 0.0 0.0 0.0
H -2.412384 -0.293024 -5.307332 0.0 0.0 0.0
H -0.602296 -0.469599 -3.633470 0.0 0.0 -0.1
H 1.937016 -1.745729 -4.071103 0.0 -0.1 0.0
H 3.858487 -0.204628 -4.112115 0.0 0.0 0.0
H 4.482692 1.027467 -2.058694 0.0 0.0 0.0
H 3.097468 0.891943 -0.067996 -0.1 0.1 0.0
C 0.920605 -1.716068 1.639466 -0.1 0.3 0.2
C 0.197102 -2.214561 2.841784 0.0 -0.2 0.1
C 0.536877 -1.830705 4.143652 0.0 0.0 0.0
C -0.181544 -2.274818 5.244763 0.0 0.0 0.0
C -1.263415 -3.127637 5.079725 0.1 0.0 0.0
C -1.573742 -3.577182 3.803584 0.0 0.0 0.0
C -0.844571 -3.141664 2.707844 0.1 -0.1 0.0
H 0.987343 -2.513642 0.894033 0.1 0.0 0.0
H 1.935688 -1.398371 1.899327 0.0 0.0 -0.1
H 1.412220 -1.209349 4.305381 0.0 0.0 0.0
H 0.119719 -1.971868 6.239960 0.0 0.0 0.0
H -1.823393 -3.474553 5.937715 0.0 0.0 0.0
H -2.380812 -4.286018 3.664616 0.0 0.0 0.0
H -1.035588 -3.563402 1.725456 -0.1 0.1 0.0
N -3.086618 -1.448041 1.076616 0.7 0.6 0.2
C -2.701300 -1.351174 -0.283597 -1.0 -0.6 0.0
O -1.404625 -1.018417 -0.480467 0.6 0.7 1.1
C -3.604134 -1.443425 -1.250880 0.9 -1.2 -0.4
I -5.167484 1.126902 -1.307624 -0.4 0.6 0.0
H -2.398775 -1.869629 1.687057 -0.2 -0.3 -0.1
H -4.017787 -1.806576 1.211436 0.0 0.0 0.0
H -4.551004 -1.913648 -1.046226 -0.2 0.4 0.0
H -3.317402 -1.320595 -2.281291 -0.1 0.2 0.0
```
Positions in Å, forces in eV/Å.

## Properties
Spin multiplicity: 1
E_LUMO: -0.0256 Ha
HOMO energy: -5.74 eV

The computed Mulliken charges, all in e, follow: atom 1 (Ti): -0.319, atom 2 (C): -0.715, atom 3 (C): -0.487, atom 4 (N): 0.113, atom 5 (C): -0.908, atom 6 (C): -0.930, atom 7 (N): 0.003, atom 8 (C): -0.012, atom 9 (C): -0.936, atom 10 (N): -0.394, atom 11 (H): 0.419, atom 12 (H): 0.311, atom 13 (H): 0.499, atom 14 (H): -0.166, atom 15 (H): 0.446, atom 16 (H): 0.495, atom 17 (H): 0.422, atom 18 (H): 0.454, atom 19 (H): 0.521, atom 20 (H): 0.459, atom 21 (H): 0.659, atom 22 (H): -0.564, atom 23 (H): 0.383, atom 24 (H): 0.558, atom 25 (H): 0.327, atom 26 (C): -0.500, atom 27 (C): -0.733, atom 28 (C): -0.387, atom 29 (C): 0.197, atom 30 (C): -0.347, atom 31 (C): -0.693, atom 32 (P): 0.433, atom 33 (C): 0.738, atom 34 (C): -0.627, atom 35 (C): -0.741, atom 36 (C): -0.567, atom 37 (C): -0.565, atom 38 (C): -0.302, atom 39 (C): 1.021, atom 40 (C): -0.321, atom 41 (C): -0.964, atom 42 (C): -0.937, atom 43 (C): -0.422, atom 44 (C): 0.071, atom 45 (H): 0.376, atom 46 (H): 0.420, atom 47 (H): 0.317, atom 48 (H): 0.309, atom 49 (H): 0.405, atom 50 (H): 0.474, atom 51 (H): 0.409, atom 52 (H): 0.375, atom 53 (H): 0.409, atom 54 (H): 0.132, atom 55 (H): 0.533, atom 56 (H): 0.426, atom 57 (H): 0.424, atom 58 (H): 0.420, atom 59 (C): -0.590, atom 60 (C): 0.511, atom 61 (C): -0.314, atom 62 (C): -0.829, atom 63 (C): -0.643, atom 64 (C): -0.328, atom 65 (C): -0.624, atom 66 (H): 0.250, atom 67 (H): 0.570, atom 68 (H): 0.479, atom 69 (H): 0.410, atom 70 (H): 0.405, atom 71 (H): 0.401, atom 72 (H): 0.531, atom 73 (N): -0.516, atom 74 (C): 0.869, atom 75 (O): 0.463, atom 76 (C): -1.902, atom 77 (I): -0.656, atom 78 (H): 0.006, atom 79 (H): 0.267, atom 80 (H): 0.245, atom 81 (H): 0.573